{
  "formula": "C4H5O4",
  "method": "the ωB97M-V functional and the def2-TZVPD basis",
  "lumo_ev": 4.1,
  "e_above_lowest_kcal_mol": 43.9,
  "total_charge": -1,
  "multiplicity": 1,
  "smiles": "O=CC/C(O)=C(/[O-])O",
  "elements": ["C", "C", "C", "C", "O", "O", "O", "O", "H", "H", "H", "H", "H"],
  "xyz": [[-1.4028, 0.3588, 0.0956], [1.0153, -0.4169, 0.6247], [1.4223, 0.4049, -0.5595], [-0.4220, -0.6182, 0.2163], [-2.5440, 0.0937, -0.3382], [-1.1184, 1.6411, 0.5460], [1.4293, 1.6444, -0.5680], [-0.7400, -1.8621, -0.3643], [1.5251, -1.3754, 0.6903], [1.1101, 0.1351, 1.5601], [1.5373, -0.1605, -1.4994], [-0.1895, 1.8410, 0.3300], [-1.6228, -1.6858, -0.7336]],
  "forces_ev_per_angstrom": [[0.175, -0.151, 0.412], [-0.315, 0.151, -0.208], [-0.695, 0.111, 0.298], [0.494, 0.092, -0.370], [-0.138, 0.219, -0.101], [-0.159, -0.188, -0.217], [0.293, -0.258, 0.065], [0.143, -0.019, 0.090], [0.010, -0.080, -0.018], [0.113, 0.066, 0.033], [0.041, -0.002, -0.017], [0.061, 0.044, -0.018], [-0.025, 0.014, 0.052]]
}